(1)
52
Properties=species:S:1:pos:R:3:forces:R:3:nbo_charge:R:1 method="wB97M-V/def2-TZVPD" charge=-1 homo_lumo_gap_ev="4.1 / 4.1" s_squared=2.019 lumo_ev="2.07 / 2.07" spin_multiplicity=3
O -1.878653 -3.573785 -1.928919 -0.99 -1.48 -0.14 -0.54
C -3.195628 -4.016996 -1.453276 -0.10 0.48 0.25 -0.06
C -3.057994 -5.448635 -1.987265 0.62 0.34 -0.16 -0.47
H -4.008344 -3.441998 -1.924883 0.31 -0.03 0.28 0.18
H -3.254520 -3.954186 -0.356295 -0.06 0.17 -0.34 0.18
C -1.663603 -4.923291 -2.483658 0.01 -0.64 -0.19 0.28
H -3.763163 -5.712546 -2.805471 0.49 0.05 0.66 0.21
H -2.992520 -6.234735 -1.203273 -0.15 0.48 -0.66 0.21
C -1.522078 -4.894569 -4.003267 0.13 0.04 0.12 -0.63
H -2.391475 -4.409298 -4.463855 0.22 -0.05 0.09 0.21
H -1.432355 -5.916854 -4.409947 -0.07 0.33 0.23 0.21
H -0.611907 -4.343139 -4.271583 -0.22 -0.04 -0.03 0.22
C -0.471245 -5.603907 -1.819674 0.00 0.09 -0.13 -0.63
H -0.600224 -5.626085 -0.730522 0.08 0.05 -0.23 0.22
H 0.443955 -5.050992 -2.067928 -0.14 -0.11 0.16 0.22
H -0.354772 -6.638759 -2.183443 -0.12 0.34 0.10 0.21
Pd 1.200236 3.180440 1.323495 -1.32 0.15 -0.35 0.69
C 2.632603 3.163535 3.269710 -0.50 -1.40 1.60 -0.36
C 1.330561 3.682126 3.669243 -0.07 -2.37 0.82 -0.25
C 0.330357 2.626229 3.447149 1.86 -1.10 0.61 -0.39
H 1.013683 4.658623 4.043694 0.64 -0.65 -0.06 0.25
C 1.056006 1.439270 2.995783 0.15 1.71 1.29 -0.36
C 2.462261 1.777376 2.837047 -0.85 1.34 1.37 -0.31
H 3.270004 1.106080 2.508310 -0.57 0.43 0.12 0.21
H 3.553594 3.744898 3.135949 -0.69 -0.30 0.25 0.23
H -0.731670 2.707448 3.714310 0.62 -0.17 -0.16 0.21
H 0.650665 0.446016 2.970582 -0.20 -0.23 -0.39 0.20
C 2.663941 4.777053 0.223470 2.24 -1.29 -2.25 -0.29
C 3.300378 3.453631 0.310387 -0.44 1.84 -2.18 -0.37
C 2.536308 2.545891 -0.547256 -0.57 1.70 0.18 -0.32
H 4.211422 3.207306 0.872268 -0.58 0.18 -0.42 0.22
C 1.392320 3.266072 -1.086457 1.55 1.27 -0.12 -0.38
C 1.448765 4.637498 -0.596380 0.98 -1.37 -0.77 -0.30
H 0.725423 5.440713 -0.792906 0.47 -0.53 0.08 0.22
H 3.076269 5.730044 0.630896 -0.34 -1.55 -1.14 0.28
H 2.831626 1.533886 -0.800941 -0.18 0.06 0.18 0.21
H 0.680964 2.892476 -1.821186 0.10 0.00 0.43 0.21
O -0.199070 1.437330 0.455329 -1.14 -1.04 -0.39 -0.57
C 0.376771 0.173329 0.027375 -0.75 0.78 0.04 -0.06
C -0.734498 -0.851185 0.229848 0.01 0.12 0.11 -0.44
H 1.291412 -0.010418 0.610720 -0.33 0.06 -0.17 0.20
H 0.624707 0.302423 -1.032952 0.15 -0.21 0.08 0.17
C -2.010161 -0.002867 0.059453 0.06 -0.15 -0.24 -0.43
H -0.683146 -1.220984 1.258647 -0.04 -0.13 -0.07 0.19
H -0.660659 -1.688700 -0.473316 -0.14 0.11 0.20 0.23
C -1.631233 1.320681 0.711947 1.31 -0.49 -0.17 -0.06
H -2.895920 -0.459669 0.515272 0.11 0.04 -0.14 0.20
H -2.189579 0.153672 -1.011140 -0.11 -0.06 0.13 0.20
H -1.775100 1.276881 1.799262 -0.08 0.18 -0.11 0.17
H -2.118072 2.204355 0.283977 0.09 -0.19 0.17 0.20
N 2.131708 6.063463 2.348770 -1.31 -0.64 0.58 -0.66
C 1.591650 5.074851 2.002898 -0.14 3.85 0.87 0.05


(2)
25
Properties=species:S:1:pos:R:3:forces:R:3:nbo_charge:R:1 method="wB97M-V/def2-TZVPD" homo_lumo_gap_ev="7.1 / 7.0" lumo_ev="-0.02 / 0.16"
C -0.287201 -3.139996 0.196847 -1.05 1.37 0.57 0.12
C 1.357195 -2.075250 -0.729608 -0.81 0.61 1.14 0.10
C -0.513166 -1.763926 0.506613 0.48 -0.79 0.09 -0.11
C 0.660875 -1.055001 -0.024586 0.13 -3.16 -1.63 -0.22
C -1.659308 -1.242203 1.028907 1.10 -0.77 0.08 -0.35
C -1.447866 0.677133 -1.674093 1.51 -0.60 -3.27 0.63
C 0.876402 0.264100 -0.186432 0.48 1.32 -0.98 0.34
C 1.464048 1.943666 1.481980 -0.11 3.99 -1.41 -0.59
C 0.359688 1.340984 0.665685 -2.16 2.25 -0.10 -0.49
O 0.805338 -3.313804 -0.520677 1.31 1.11 -1.02 -0.39
O -2.118091 -0.293326 -1.755535 -0.93 -1.51 0.69 -0.57
O -1.862078 1.838877 -1.231317 0.02 2.04 1.39 -0.70
O 1.696168 0.717739 -1.266170 -0.83 -0.11 1.81 -0.69
H -0.936611 -3.980041 0.205347 -0.45 -0.39 0.43 0.19
H 2.161400 -1.954958 -1.394184 0.89 -0.34 -0.53 0.20
H -2.375131 -1.903975 1.368322 -1.60 -1.30 0.38 0.19
H -1.752035 -0.281271 1.401389 -0.09 1.69 0.29 0.17
H -0.459929 0.703181 -2.291617 -1.32 0.57 1.41 0.14
H 1.330196 3.085001 1.709362 -0.40 -2.11 0.12 0.20
H 2.183230 2.069260 0.692649 1.41 -0.17 0.26 0.19
H 1.863079 1.462632 2.305315 0.61 -1.24 1.53 0.22
H 0.115148 2.194064 -0.047468 -0.05 -0.90 0.70 0.21
H -0.619080 1.214270 1.225019 1.42 -0.45 -0.68 0.23
H -2.534582 1.804341 -0.518125 0.19 -0.49 -0.82 0.50
H 1.692309 1.688504 -1.147622 0.27 -0.62 -0.44 0.47


(3)
37
Properties=species:S:1:pos:R:3:forces:R:3:nbo_charge:R:1 method="wB97M-V/def2-TZVPD" homo_lumo_gap_ev=6.2 lumo_ev=-0.96
Y 0.606807 0.142917 0.104466 0.08 0.50 0.43 1.92
O -0.150159 4.405625 5.110362 -0.01 0.03 0.04 -0.57
C 0.139771 3.796979 4.116621 0.00 -0.02 0.03 0.18
S 1.413546 2.572739 4.045698 0.02 -0.09 -0.05 0.33
C 1.263523 2.182699 2.335258 -0.09 0.04 -0.09 -0.42
C 0.300391 2.841659 1.646235 -0.02 -0.02 -0.05 -0.40
S -0.140076 2.727204 -0.060459 0.10 -0.17 0.03 -0.41
S -0.655120 4.008763 2.555227 -0.04 -0.09 -0.07 0.34
S 2.431281 0.990527 1.755131 -0.05 0.00 -0.15 -0.36
Cl -0.520096 -6.818920 2.974150 -0.02 0.01 0.01 0.01
C -0.120812 -5.371401 2.103854 0.08 -0.09 -0.03 -0.09
C 0.978159 -5.397427 1.226525 -0.07 0.01 0.05 -0.17
C 1.327483 -4.280466 0.520559 -0.09 0.05 0.04 -0.13
Cl 2.675976 -4.321888 -0.555121 0.02 0.00 -0.02 0.03
C 0.607537 -3.055163 0.648237 0.12 -0.03 -0.10 0.49
O 0.962989 -2.018342 -0.021647 -0.08 -0.07 0.01 -0.83
C -0.498218 -3.066553 1.542137 -0.02 -0.06 0.04 -0.31
C -1.310033 -1.909408 1.739990 -0.09 0.01 0.01 0.46
O -1.163146 -0.792937 1.218865 0.03 0.02 0.05 -0.69
C -0.849641 -4.233229 2.260375 0.01 0.08 -0.04 -0.14
H 1.547555 -6.309721 1.113921 0.01 0.01 -0.02 0.25
H -2.162668 -2.029342 2.422490 0.01 -0.04 0.00 0.15
H -1.696264 -4.210841 2.934652 0.00 0.00 0.00 0.23
O 1.743628 0.440330 -1.785996 0.02 -0.08 -0.09 -1.06
S 3.044053 1.210836 -2.043041 0.07 -0.09 0.03 1.28
C 2.505638 2.817748 -2.685660 -0.01 -0.02 0.00 -0.61
C 2.521856 2.755928 -4.219649 0.04 0.00 0.02 -0.41
C 2.522024 1.283127 -4.626707 -0.02 -0.03 0.02 -0.41
C 3.501546 0.607164 -3.675427 -0.01 0.11 -0.04 -0.59
H 3.158291 3.580308 -2.263788 0.01 0.00 -0.01 0.25
H 1.519445 2.945177 -2.237194 -0.01 0.03 -0.03 0.29
H 3.431418 3.233656 -4.588410 -0.02 0.01 -0.03 0.21
H 1.673575 3.296015 -4.636447 0.00 0.01 0.00 0.24
H 2.813813 1.143811 -5.666852 0.01 0.00 0.00 0.23
H 1.531825 0.845076 -4.492836 0.00 0.00 -0.01 0.22
H 4.533567 0.919224 -3.853464 0.00 0.00 0.00 0.23
H 3.450195 -0.478886 -3.629683 0.01 -0.01 -0.02 0.26


(4)
51
Properties=species:S:1:pos:R:3:forces:R:3:nbo_charge:R:1 method="wB97M-V/def2-TZVPD" charge=-1 homo_lumo_gap_ev=9.2 lumo_ev=2.75
C 0.124437 2.943855 -0.478627 -2.19 -0.46 -1.43 -0.44
N -1.012693 1.977185 -0.361411 0.41 -0.38 0.91 -0.66
C -0.577131 0.762004 0.373302 -1.46 -0.18 -1.05 -0.21
C -1.836230 0.125135 1.050105 0.09 0.17 1.49 -0.44
C -1.760107 0.221548 2.632963 0.11 0.46 0.06 -0.05
O -1.106566 1.385570 3.084165 1.13 -0.06 0.35 -0.83
C 0.084821 -0.223221 -0.531597 -0.22 -0.38 0.27 0.49
O 0.303043 -0.030956 -1.710497 0.38 0.25 0.06 -0.64
H 0.761348 2.454420 -1.214228 1.05 0.04 0.85 0.22
H 0.455145 3.289357 0.497848 0.71 -0.17 -0.14 0.19
H -0.239021 3.783097 -1.086781 -0.10 0.18 0.52 0.20
H -1.757153 2.324322 0.247218 0.36 0.70 -0.32 0.40
H 0.133489 0.974810 1.154139 0.18 0.29 0.35 0.24
H -2.697966 0.748963 0.747757 0.27 -0.67 -0.13 0.21
H -2.000560 -0.946592 0.849734 0.04 0.46 -0.46 0.23
H -2.772726 0.298960 3.081629 0.21 -0.50 -0.53 0.16
H -1.255671 -0.655922 3.076932 -0.18 0.13 -0.38 0.17
H 0.383956 -1.186549 -0.087239 -0.27 0.20 0.08 0.18
H -1.199300 -3.718369 -1.548608 -0.34 -0.03 0.24 0.49
H -2.203406 -2.799685 -2.370258 -0.25 -0.14 0.21 0.49
O -1.309564 -2.900963 -2.037485 0.72 0.34 -0.32 -0.97
H -1.685577 1.447336 -2.685728 0.50 0.06 -0.05 0.48
H -0.359946 0.931429 -3.258396 -0.47 0.08 0.21 0.49
O -1.281267 1.105740 -3.500479 -0.24 0.26 -0.39 -0.98
H 3.359134 0.693587 1.218173 -0.08 -0.04 0.03 0.48
H 1.822797 0.543403 1.389800 1.43 -0.31 0.08 0.53
O 2.603924 0.271340 0.798950 -0.61 0.31 -0.17 -1.03
H 1.406542 -0.944002 -2.614836 -0.74 -0.34 -0.12 0.50
H 1.422498 -2.444129 -3.018159 -0.10 0.58 -0.27 0.49
O 1.940620 -1.622602 -3.081467 0.19 -0.40 -0.43 -0.99
H -1.785455 2.529332 2.494341 -1.32 0.46 0.05 0.50
H -3.397019 2.926002 2.361579 0.91 -0.02 0.01 0.45
O -2.495356 3.199762 2.113477 -0.07 0.01 -0.17 -1.04
H 0.591616 -3.122094 1.432971 0.14 0.28 0.36 0.50
H 1.083082 -3.327220 0.014028 0.12 0.32 0.12 0.49
O 0.332653 -3.509371 0.592662 -0.83 -0.91 -0.19 -1.02
H -3.160138 -0.754306 -3.564704 0.41 0.39 0.25 0.48
H -2.550120 -0.369074 -2.176855 -0.29 -0.24 -0.70 0.49
O -3.337079 -0.738718 -2.617680 -0.19 -0.33 0.44 -0.97
H 0.030766 1.203896 3.170858 -0.97 -0.52 -0.79 0.51
H 1.711065 0.986210 3.727703 -0.11 -0.26 -0.73 0.46
O 1.214055 0.701092 2.936422 0.13 0.59 1.42 -1.17
H 1.308985 -1.046724 2.944508 0.28 0.09 -0.31 0.52
H 2.392441 -1.972384 2.276351 -0.46 0.25 0.16 0.47
O 1.516166 -1.978257 2.692572 0.18 -0.40 0.15 -1.01
H 2.382181 -1.276319 -0.106895 0.10 -0.89 -0.26 0.51
H 2.285837 -2.009302 -1.483847 0.39 0.13 -0.35 0.48
O 2.263517 -2.164849 -0.535572 0.90 0.56 1.01 -1.02
H 2.916178 0.246629 -2.834881 0.15 0.08 -0.51 0.47
H 3.517602 0.682337 -1.564645 0.02 0.53 -0.28 0.47
O 3.432152 0.984284 -2.489314 -0.06 -0.54 0.79 -0.95


Respective ΔE to the lowest compared entry with this formula, charge and spin values: 3.536; 4.651; 0.435; 3.745 eV.
Respective E values: -1111.7020; -650.9301; -3790.8828; -1242.6452 Ha.